Here is one molecule with the formula C5H11NO2 at a distorted geometry from OMol25. Energies are from ωB97M-V/def2-TZVPD.

Structure (XYZ):
```
19
Properties=species:S:1:pos:R:3
C -1.9545 0.3443 0.5265
N -0.7935 -0.1442 -0.2854
O -1.4286 -0.9047 -1.2168
C 0.0672 -1.1114 0.5797
C 1.3905 -1.2917 -0.1865
O 2.2403 -0.0623 -0.2382
C 1.3130 1.0115 0.0049
C 0.0666 0.9391 -0.8297
H -2.4622 1.1049 -0.1024
H -1.5987 0.7981 1.4938
H -2.8658 -0.3468 0.6467
H 0.4276 -0.6394 1.5128
H -0.6293 -1.8845 0.9384
H 1.0358 -1.4952 -1.0865
H 2.2779 -1.9935 -0.0136
H 2.0091 1.9220 -0.0941
H 1.0340 1.2446 1.0837
H -0.4748 1.9795 -0.8743
H 0.3455 0.5297 -1.8589
```

Output
Orbital gap ... 9.22 eV
SMILES ... C[N+]1([O-])CCOCC1
Relative energy (zero: lowest compared OMol25 entry of this formula, charge and spin) ... 5.974 eV
Electronic energy ... -10943.29286 eV